A cluster of 13 separate species, C54H70N14O2S in total in a non-equilibrium geometry, computed with ωB97M-V/def2-TZVPD.

- E_LUMO (eV) = -0.581
- energy (a.u.) = -3414.7883
- relative energy (zero: lowest compared OMol25 entry of this formula, charge and spin) (kcal per mole) = 0.00
- HOMO (Ha) = -0.2974

The geometry in ORCA input format:
```
! wB97M-V def2-TZVPD RIJCOSX def2/J DEFGRID3
* xyz 0 1
N 4.8266 1.8752 2.4783
C 3.6112 1.2821 3.0366
C 2.2989 1.6619 2.3329
C 2.0154 0.8031 1.0677
C 3.1430 1.0165 0.0595
O 3.2899 2.0864 -0.4450
O 3.9527 -0.0641 -0.1774
C 4.2178 -0.2549 -1.5497
N 5.1344 0.7716 -2.1174
C 4.6535 1.3543 -3.0715
S 4.1235 2.3182 -4.2106
H 5.2062 1.3084 1.7329
H 4.6580 2.8049 2.1194
H 3.5582 1.5760 4.0913
H 3.7073 0.1915 3.0409
H 2.2170 2.7294 2.1153
H 1.4839 1.4235 3.0287
H 1.9946 -0.2380 1.3968
H 1.0698 1.1579 0.6650
H 3.2979 -0.3319 -2.1395
H 4.7188 -1.2205 -1.6300
N -1.6338 0.0869 0.3384
C -2.7470 -0.1262 1.1073
C -2.8443 -1.4721 1.3425
C -1.7482 -2.0970 0.6891
C -1.0186 -1.1104 0.0809
H -1.3168 0.9833 0.0136
H -3.3685 0.6945 1.4221
H -3.6142 -1.9525 1.9212
H -1.5207 -3.1509 0.6716
H -0.1180 -1.1542 -0.5092
N -2.2474 -0.0025 -2.7317
C -1.0319 0.5449 -3.0323
C -1.0488 0.9180 -4.3491
C -2.3299 0.5879 -4.8648
C -3.0475 0.0237 -3.8396
H -2.5101 -0.3675 -1.8335
H -0.2567 0.6208 -2.2872
H -0.2325 1.3738 -4.8785
H -2.6846 0.7457 -5.8696
H -4.0526 -0.3611 -3.8043
N 1.5330 4.4492 -4.8392
C 0.2579 4.2298 -5.2883
C -0.4465 5.3946 -5.1407
C 0.4400 6.3583 -4.5879
C 1.6529 5.7468 -4.4130
H 2.2663 3.7591 -4.8195
H -0.0323 3.2686 -5.6684
H -1.4815 5.5405 -5.4003
H 0.2120 7.3825 -4.3447
H 2.5859 6.1182 -4.0231
N -7.0899 3.1792 -3.1456
C -8.1798 2.9927 -3.9507
C -7.8987 1.9581 -4.8033
C -6.5896 1.5006 -4.4973
C -6.1176 2.2725 -3.4687
H -7.0148 3.8750 -2.4279
H -9.0563 3.6095 -3.8482
H -8.5592 1.5700 -5.5616
H -6.0564 0.6970 -4.9774
H -5.1780 2.2550 -2.9426
N 6.9739 2.3955 4.7523
C 7.3116 3.4150 5.5976
C 7.9729 2.8751 6.6711
C 8.0400 1.4733 6.4609
C 7.4166 1.2107 5.2675
H 6.4722 2.4968 3.8816
H 7.0529 4.4342 5.3654
H 8.3648 3.4240 7.5113
H 8.4933 0.7419 7.1093
H 7.2505 0.2845 4.7438
N -6.0336 -3.2069 3.4653
C -7.3731 -3.2020 3.1834
C -8.0364 -2.7941 4.3096
C -7.0591 -2.5388 5.3085
C -5.8334 -2.8004 4.7573
H -5.3102 -3.4698 2.8238
H -7.7359 -3.4887 2.2112
H -9.1040 -2.6894 4.4071
H -7.2362 -2.2017 6.3160
H -4.8412 -2.7340 5.1703
N 0.9819 -2.5985 2.7983
C 0.7916 -1.8811 3.9456
C 1.5748 -2.4353 4.9255
C 2.2671 -3.5296 4.3442
C 1.8829 -3.6022 3.0305
H 0.5276 -2.4138 1.9214
H 0.1174 -1.0409 3.9647
H 1.6441 -2.0924 5.9453
H 2.9687 -4.1856 4.8335
H 2.1725 -4.2803 2.2466
N 3.8003 5.4485 -7.3258
C 3.6486 5.2672 -8.6726
C 4.7548 5.7846 -9.2938
C 5.6092 6.2944 -8.2806
C 4.9934 6.0702 -7.0775
H 3.1371 5.1680 -6.6256
H 2.7701 4.7891 -9.0710
H 4.9320 5.7960 -10.3563
H 6.5655 6.7706 -8.4190
H 5.2998 6.2994 -6.0709
N 2.4922 -5.8323 -0.2661
C 2.5097 -6.1053 -1.6078
C 2.5584 -7.4652 -1.7583
C 2.5661 -8.0358 -0.4577
C 2.5222 -7.0044 0.4414
H 2.4621 -4.9150 0.1351
H 2.4871 -5.3121 -2.3354
H 2.5847 -7.9933 -2.6965
H 2.5993 -9.0837 -0.2112
H 2.5103 -7.0028 1.5181
N 2.5688 -6.7881 5.9214
C 2.3808 -6.0663 7.0692
C 3.1643 -6.6197 8.0468
C 3.8563 -7.7151 7.4655
C 3.4697 -7.7923 6.1541
H 2.1158 -6.6076 5.0449
H 1.7076 -5.2260 7.0903
H 3.2346 -6.2766 9.0654
H 4.5575 -8.3707 7.9541
H 3.7559 -8.4724 5.3700
N -10.0631 1.9518 -8.4771
C -11.1525 1.7657 -9.2838
C -10.8727 0.7291 -10.1346
C -9.5645 0.2696 -9.8262
C -9.0932 1.0423 -8.7984
H -9.9863 2.6487 -7.7602
H -12.0279 2.3843 -9.1839
H -11.5324 0.3427 -10.8933
H -9.0316 -0.5356 -10.3036
H -8.1547 1.0247 -8.2706
N 1.7523 0.7246 7.4768
C 0.4287 0.7869 7.1328
C -0.2694 1.2331 8.2234
C 0.6709 1.4526 9.2649
C 1.9086 1.1321 8.7730
H 2.4947 0.4261 6.8713
H 0.1003 0.5086 6.1457
H -1.3347 1.3859 8.2695
H 0.4624 1.8058 10.2608
H 2.8823 1.1584 9.2313
*
```

=====

A structure of composition C54H72AsCoNO5SSe in a non-equilibrium geometry, computed with ωB97M-V/def2-TZVPD.

- E_LUMO (alpha / beta) (eV) = 0.264 / 0.264
- energy (a.u.) = -8950.0152
- HOMO (alpha / beta) (Ha) = -0.2408 / -0.2403

The geometry in ORCA input format:
```
! wB97M-V def2-TZVPD RIJCOSX def2/J DEFGRID3
* xyz 0 2
Co -0.0869 0.6088 0.4727
C 2.4203 -5.0384 4.9727
C 1.9134 -5.3757 3.5630
C 3.1089 -5.6284 2.6305
C 1.0982 -6.6689 3.6449
C 1.1028 -4.2095 3.0036
C 1.7134 -2.9892 2.7641
C 1.0129 -1.9623 2.1595
Se 1.9115 -0.2902 1.8281
C 2.8908 -0.7210 0.2405
C 4.0032 -1.5422 0.3160
C 4.7552 -1.7889 -0.8187
C 4.4368 -1.0288 -1.9489
C 3.3593 -0.1643 -2.0327
C 2.4290 -0.1201 -0.9464
O 1.2506 0.4208 -1.0161
C 3.1433 0.6878 -3.2826
C 2.6907 2.1076 -2.9033
C 2.0799 -0.0122 -4.1402
C 4.4221 0.8472 -4.1141
C 5.8570 -2.8414 -0.8762
C 5.4415 -3.9159 -1.8945
C 6.0641 -3.5361 0.4720
C 7.1876 -2.2090 -1.3062
C -0.3391 -2.0582 1.7672
O -0.9269 -1.0925 1.1225
C -0.9991 -3.2671 2.1474
C -0.2572 -4.2955 2.7089
C -2.5115 -3.4026 1.9711
C -3.0445 -4.7747 2.3928
C -3.1850 -2.3470 2.8638
C -2.8748 -3.2012 0.4923
H 3.0445 -5.8499 5.3536
H 3.0119 -4.1230 4.9681
H 1.5804 -4.9024 5.6558
H 3.6378 -6.5376 2.9225
H 2.7615 -5.7447 1.6035
H 3.8154 -4.7997 2.6635
H 1.7338 -7.4789 4.0057
H 0.2618 -6.5706 4.3381
H 0.7172 -6.9497 2.6624
H 2.7497 -2.8224 3.0349
H 4.2448 -1.9954 1.2679
H 5.0809 -1.1237 -2.8131
H 1.8003 2.0862 -2.2816
H 3.4815 2.6176 -2.3492
H 2.4736 2.6823 -3.8077
H 1.2094 -0.2431 -3.5293
H 1.7802 0.6237 -4.9762
H 2.4794 -0.9506 -4.5301
H 5.2460 1.2077 -3.4965
H 4.7251 -0.0840 -4.5941
H 4.2436 1.5807 -4.9021
H 4.4873 -4.3541 -1.5990
H 5.3297 -3.4915 -2.8922
H 6.1907 -4.7097 -1.9365
H 5.1495 -4.0367 0.7913
H 6.8442 -4.2923 0.3730
H 6.3738 -2.8272 1.2412
H 7.1071 -1.7516 -2.2919
H 7.4848 -1.4387 -0.5934
H 7.9719 -2.9677 -1.3473
H -0.7649 -5.2194 2.9360
H -2.8240 -4.9797 3.4410
H -4.1272 -4.7949 2.2590
H -2.6098 -5.5656 1.7805
H -2.9675 -2.5603 3.9119
H -2.8053 -1.3529 2.6328
H -4.2705 -2.3627 2.7328
H -2.3478 -3.9413 -0.1128
H -3.9479 -3.3414 0.3414
H -2.5818 -2.2142 0.1506
O -1.9150 0.8107 -0.8529
C -3.1124 0.5641 -0.6247
C -4.1329 0.6663 -1.7366
C -5.0327 -0.5636 -1.9145
C -6.2035 -0.5992 -0.9324
C -5.7571 -0.8942 0.4956
C -4.8753 0.2025 1.0908
N -3.5105 0.2151 0.5961
H -3.5729 0.8529 -2.6538
H -4.7660 1.5338 -1.5440
H -4.4367 -1.4747 -1.8153
H -5.4255 -0.5373 -2.9329
H -6.9119 -1.3698 -1.2452
H -6.7359 0.3575 -0.9624
H -5.2050 -1.8338 0.5048
H -6.6358 -1.0070 1.1349
H -4.8112 0.0668 2.1692
H -5.3380 1.1779 0.9037
H -2.7411 0.0887 1.2498
C 0.5308 3.5190 3.0796
S -0.6840 2.2458 3.5948
C 0.4621 1.2833 4.6302
O -0.9807 1.4219 2.3858
H 0.1006 4.4997 3.2734
H 0.6857 3.3869 2.0084
H 1.4684 3.4156 3.6190
H 0.7098 1.8859 5.5027
H 1.3552 1.0484 4.0576
H -0.0359 0.3630 4.9289
O -0.0693 2.8465 0.0329
As -1.0549 3.6719 -0.9868
C -0.3491 5.4908 -1.0509
C -0.9175 6.5279 -0.3212
C -0.3961 7.8101 -0.4114
C 0.7038 8.0544 -1.2191
C 1.2882 7.0171 -1.9325
C 0.7656 5.7372 -1.8483
C -1.2082 3.2618 -2.8790
C -0.8582 2.0238 -3.4000
C -1.0732 1.7663 -4.7459
C -1.5914 2.7515 -5.5737
C -1.8873 4.0060 -5.0610
C -1.7117 4.2589 -3.7099
C -2.8253 4.0150 -0.2436
C -2.9560 3.9225 1.1366
C -4.1646 4.2202 1.7475
C -5.2519 4.6155 0.9810
C -5.1226 4.7194 -0.3967
C -3.9091 4.4304 -1.0058
H -1.7721 6.3314 0.3156
H -0.8534 8.6191 0.1428
H 1.1090 9.0549 -1.2873
H 2.1469 7.2150 -2.5600
H 1.2150 4.9143 -2.3958
H -0.4450 1.2763 -2.7361
H -0.8340 0.7936 -5.1516
H -1.7492 2.5486 -6.6247
H -2.2546 4.7872 -5.7133
H -1.9544 5.2338 -3.3001
H -2.1046 3.5991 1.7210
H -4.2612 4.1434 2.8226
H -6.1996 4.8413 1.4522
H -5.9696 5.0297 -0.9956
H -3.8161 4.5274 -2.0807
*
```

=====

A cluster of 15 separate species, C54H84O42 in total in a non-equilibrium geometry, computed with ωB97M-V/def2-TZVPD.

- E_LUMO (eV) = -1.969
- energy (a.u.) = -5267.9726
- relative energy (zero: lowest compared OMol25 entry of this formula, charge and spin) (kcal per mole) = 11.98
- HOMO (Ha) = -0.3666

The geometry in ORCA input format:
```
! wB97M-V def2-TZVPD RIJCOSX def2/J DEFGRID3
* xyz 0 1
C 9.7028 24.0062 15.8661
O 9.4710 22.7586 16.5568
C 10.5563 22.0531 16.8742
O 11.7343 22.4472 16.7784
O 10.1511 20.8477 17.2857
C 11.2468 20.2000 17.9674
H 10.0940 23.7705 14.8908
H 10.4579 24.6027 16.4540
H 8.7491 24.4967 15.7720
H 11.6253 20.7276 18.8310
H 12.0152 19.9778 17.3030
H 10.8249 19.2553 18.2460
C 19.1717 20.6348 17.6713
O 20.2401 19.9248 17.1091
C 19.8660 18.8464 16.4622
O 18.7733 18.4421 16.3831
O 20.9580 18.2310 15.9512
C 20.6989 17.0289 15.2949
H 19.3172 21.6257 17.2563
H 19.2836 20.6596 18.7567
H 18.1700 20.1896 17.4849
H 19.9169 17.2562 14.6678
H 20.4470 16.2308 15.9944
H 21.6162 16.7711 14.8243
C 22.1540 17.0653 22.4615
O 21.2930 18.1661 21.9640
C 20.1188 17.6949 21.5184
O 19.7006 16.5521 21.5251
O 19.5025 18.7691 21.0405
C 18.2210 18.4707 20.4751
H 21.9205 16.1273 21.9689
H 21.9301 16.9092 23.5016
H 23.1955 17.3860 22.4338
H 17.6045 17.8808 21.1528
H 18.2443 17.8943 19.5689
H 17.7448 19.4363 20.2607
C 17.7294 15.2669 15.7439
O 18.3310 15.3185 17.0549
C 17.5609 14.8306 18.0277
O 16.4781 14.3053 17.8798
O 18.1927 15.1110 19.1827
C 17.3493 14.6955 20.2912
H 17.2825 14.2865 15.5704
H 18.5008 15.5058 15.0250
H 16.9222 15.9691 15.6567
H 17.8524 14.8519 21.1984
H 17.1757 13.6607 20.2275
H 16.3798 15.2170 20.2955
C 15.5846 11.6240 22.2746
O 14.8769 10.4251 21.9249
C 15.2801 9.8169 20.8031
O 16.3747 9.9917 20.3080
O 14.3625 8.9857 20.4349
C 14.6815 8.3909 19.1854
H 15.7879 11.6403 23.3323
H 14.8888 12.4631 22.0584
H 16.4869 11.7921 21.7260
H 14.3272 7.3781 19.2844
H 15.7267 8.5266 18.8609
H 14.0461 8.9007 18.4465
C 16.3632 16.6671 25.0065
O 17.7880 16.9387 24.6021
C 17.9089 18.1912 24.2951
O 17.0311 18.9842 24.1695
O 19.1921 18.5002 24.2286
C 19.4510 19.8930 24.0308
H 15.7412 16.7655 24.1543
H 15.9861 17.4270 25.7654
H 16.2088 15.6856 25.3260
H 19.0771 20.4739 24.8065
H 18.9427 20.2028 23.1226
H 20.4943 20.0741 23.9127
C 9.0111 16.2373 22.4984
O 9.6170 15.7252 21.2541
C 9.0707 14.5648 20.9496
O 8.3892 13.9148 21.7230
O 9.3541 14.0826 19.7104
C 10.1601 14.8808 18.8583
H 7.8976 16.2890 22.4764
H 9.4590 17.1765 22.6604
H 9.3959 15.6719 23.3069
H 10.3070 14.2090 18.0066
H 11.1445 15.0751 19.3262
H 9.7405 15.8054 18.6286
C 21.2279 20.4900 13.4538
O 20.8822 21.6751 12.7684
C 20.0250 21.4568 11.7830
O 19.6983 20.3573 11.4402
O 19.6520 22.6008 11.2938
C 18.7868 22.4231 10.1408
H 20.3155 20.0056 13.7965
H 21.8112 20.8493 14.2889
H 21.6854 19.7576 12.8133
H 18.6034 23.4602 9.8001
H 17.7878 21.9797 10.3800
H 19.2241 21.7879 9.3895
C 12.5795 15.4407 25.5583
O 11.5984 14.9048 24.6443
C 12.0123 13.8115 23.9856
O 13.1066 13.3217 24.0050
O 10.9935 13.3771 23.3123
C 11.0861 12.0446 22.7570
H 12.7070 14.8421 26.4444
H 12.1860 16.3891 25.9644
H 13.4560 15.5543 24.9798
H 10.5862 11.3812 23.4448
H 12.1315 11.7432 22.6825
H 10.6180 12.1239 21.7897
C 12.8283 18.8854 13.1386
O 13.9390 17.9882 13.0232
C 13.7007 16.7463 13.3953
O 12.9566 16.4367 14.2626
O 14.5807 16.0159 12.7372
C 14.5621 14.6210 12.8626
H 11.8324 18.4652 13.1703
H 12.8895 19.6232 12.3683
H 12.8807 19.3581 14.1315
H 14.0060 14.1111 12.0202
H 14.0409 14.3450 13.7654
H 15.5210 14.1536 12.8658
C 19.5350 13.8893 11.3413
O 19.3350 14.9100 12.3747
C 18.4381 15.8558 12.0213
O 17.8887 15.9237 10.9504
O 18.2376 16.7144 13.0616
C 17.3435 17.7852 12.7455
H 20.5939 13.6655 11.4011
H 19.0183 14.2502 10.4692
H 18.9170 12.9751 11.6629
H 16.6077 17.6116 12.0014
H 17.9242 18.6244 12.3585
H 16.8505 18.0018 13.6980
C 15.5615 17.8185 18.0737
O 15.3830 17.1869 19.3449
C 14.3370 17.5646 20.1210
O 13.4189 18.3294 19.8687
O 14.4918 16.8777 21.2552
C 13.3552 17.0307 22.0948
H 16.4258 17.2997 17.6896
H 15.5823 18.8785 18.0876
H 14.6725 17.5909 17.5382
H 12.7530 16.1149 21.8870
H 12.6296 17.8931 21.8707
H 13.6734 17.2086 23.1345
C 14.1904 12.3648 19.0982
C 14.6434 12.0859 17.8724
C 14.2982 12.9537 16.7412
O 14.3579 12.5367 15.6298
C 13.7860 14.3001 16.9906
C 13.4234 14.6734 18.2125
C 13.5499 13.7122 19.3615
O 13.3421 14.0298 20.5002
H 14.3065 11.6199 19.8898
H 15.2370 11.2167 17.7276
H 13.8855 14.9066 16.0905
H 13.1470 15.6561 18.5453
C 15.8998 21.9987 15.4704
C 14.8808 22.7996 15.5830
C 14.6031 23.8404 14.5810
O 13.6629 24.5750 14.6287
C 15.6712 24.0570 13.5383
C 16.6440 23.1744 13.2987
C 16.8891 22.1889 14.2993
O 17.9044 21.5110 14.2859
H 16.0089 21.2568 16.2436
H 14.0755 22.6341 16.3041
H 15.5752 24.8910 12.9445
H 17.3175 23.2886 12.4143
C 13.9399 21.9420 20.6577
C 13.0601 22.0443 21.6764
C 13.2757 21.3325 22.9443
O 12.4554 21.4220 23.8854
C 14.4979 20.4958 22.9549
C 15.3043 20.3448 21.9187
C 15.1898 21.1149 20.7340
O 15.9853 21.0989 19.7673
H 13.8310 22.3534 19.6697
H 12.1277 22.6043 21.5287
H 14.7827 19.9932 23.8900
H 16.1711 19.7038 21.9193
*
```

=====

Question: The lowest energy belongs to which entry?
Answer: C54H72AsCoNO5SSe

=====

Question: Look up the energy of the third one.
Answer: -5267.9726 a.u.

=====

Question: Which of these has the highest energy?
Answer: C54H70N14O2S

=====

Question: Among the records above, which one has the lowest energy?
Answer: C54H72AsCoNO5SSe